ORCA calculation (wB97M-V/def2-TZVPD) on one molecule with the formula C4H8O2.

Last columns: bonded neighbours and bond lengths (Å).
Element x y z (Å)
1 O 2.144 0.645 -0.127  C2 1.405, H7 0.967
2 C 1.035 0.203 0.613  O1 1.405, C3 1.549, C6 1.548, H8 1.093
3 C -0.300 0.960 0.398  C2 1.549, C4 1.549, H9 1.095, H10 1.095
4 C -0.976 -0.363 -0.040  C3 1.549, O5 1.413, C6 1.538, H11 1.099
5 O -1.389 -0.415 -1.389  C4 1.413, H12 0.966
6 C 0.358 -1.107 0.143  C2 1.548, C4 1.538, H13 1.095, H14 1.094
7 H 1.892 0.629 -1.060  O1 0.967
8 H 1.367 0.184 1.654  C2 1.093
9 H -0.241 1.690 -0.416  C3 1.095
10 H -0.718 1.446 1.285  C3 1.095
11 H -1.777 -0.700 0.632  C4 1.099
12 H -2.156 0.164 -1.487  O5 0.966
13 H 0.747 -1.473 -0.813  C6 1.095
14 H 0.353 -1.932 0.861  C6 1.094

- Highest occupied orbital energy: -10.028 eV
- Energy above the lowest of the compared OMol25 structures with the same formula, charge and spin: 38.5 kcal/mol
- Maximum force: 0.3 eV/A
- Electronic energy: -8371.612 eV
- SMILES: O[C@H]1C[C@@H](O)C1
- HOMO-LUMO gap: 10.93 eV
- LUMO level: 0.905 eV